Record 1
Molecular formula: C34H82O2
Method: DFT, ωB97M-V/def2-TZVPD

Geometry as XYZ:
```
118
Properties=species:S:1:pos:R:3:forces:R:3:lowdin_charge:R:1
C 3.553 4.279 -0.633 -0.1 2.8 -2.0 -0.092
C 2.874 3.245 -1.507 6.0 4.8 -4.8 -0.299
C 3.812 2.175 -1.851 -3.4 0.2 -6.9 -0.209
C 3.205 1.057 -2.778 0.3 -0.3 2.0 -0.147
C 4.299 0.057 -3.325 -5.5 -3.2 5.2 -0.236
C 3.651 -1.068 -4.054 2.5 3.7 -6.2 -0.100
H 3.695 3.689 0.226 0.6 0.3 1.9 0.031
H 2.856 5.237 -0.528 1.6 -2.1 0.3 0.113
H 4.583 4.654 -1.085 -2.1 -0.9 1.0 0.114
H 2.352 3.764 -2.381 1.6 -0.4 -0.2 0.138
H 2.047 3.019 -1.181 -8.2 -3.4 4.9 -0.008
H 4.365 1.833 -1.151 3.2 -2.7 5.5 0.033
H 4.545 2.573 -2.510 0.9 1.0 -0.7 0.110
H 2.656 1.609 -3.550 0.4 -0.4 -0.4 0.110
H 2.394 0.552 -2.182 0.8 0.0 -0.6 0.092
H 4.945 -0.426 -2.546 -1.1 0.2 0.7 0.123
H 5.026 0.555 -3.663 5.1 4.0 -4.4 0.022
H 3.012 -0.588 -4.935 1.3 -1.1 1.3 0.126
H 2.988 -1.560 -3.551 -3.8 -2.9 3.5 -0.028
H 4.371 -1.772 -4.483 -0.1 0.1 -0.1 0.082
C -1.491 2.926 2.831 0.2 -0.8 1.3 -0.059
C -1.567 1.745 3.847 -4.0 0.9 -5.4 -0.184
C -1.928 0.444 3.089 -11.7 3.0 14.4 -0.163
C -1.859 -0.835 4.058 -2.0 0.6 -1.0 -0.155
C -2.151 -2.155 3.217 0.5 -1.2 1.5 -0.221
C -1.016 -2.435 2.282 -1.9 4.2 -0.3 -0.139
H -0.938 3.820 3.062 -0.3 0.6 1.0 0.065
H -2.391 3.137 2.275 -0.5 0.0 0.3 0.076
H -0.843 2.518 2.151 1.6 -0.9 -2.5 0.013
H -2.190 1.963 4.619 -2.7 0.4 2.0 0.077
H -0.785 1.498 4.347 6.2 -0.8 2.7 0.026
H -1.386 0.208 2.478 10.3 -3.7 -12.7 -0.065
H -2.976 0.344 2.934 -0.9 0.9 -1.6 0.100
H -2.620 -0.840 4.884 0.8 0.6 -0.7 0.114
H -0.908 -0.513 4.419 1.3 -1.9 1.0 0.082
H -3.166 -2.164 2.620 1.8 0.2 1.6 0.130
H -2.020 -3.076 3.900 -1.3 1.4 -0.5 0.122
H -1.020 -1.617 1.577 0.8 0.3 -0.5 0.075
H -1.053 -3.264 1.753 -1.0 -4.1 -2.6 0.021
H -0.129 -2.545 2.755 3.0 0.4 1.8 0.045
C -0.200 -3.155 -3.240 -4.4 3.1 2.9 -0.055
C 0.371 -2.622 -1.822 2.9 -2.8 -4.8 -0.165
C 1.031 -3.776 -1.084 4.6 3.4 -0.5 -0.187
C 2.517 -4.031 -1.449 -0.7 1.6 -0.2 -0.241
C 3.123 -5.201 -0.773 -2.4 -1.6 3.0 -0.299
C 4.438 -5.767 -1.261 -1.3 6.3 -4.9 -0.090
H 0.426 -3.403 -3.955 3.5 -1.4 -3.2 -0.007
H -0.951 -2.440 -3.775 1.6 -0.2 1.1 0.095
H -0.940 -3.933 -3.119 0.3 -0.9 0.6 0.061
H -0.454 -2.497 -1.367 -6.1 1.5 3.6 0.011
H 0.789 -1.641 -1.982 1.0 0.0 0.3 0.081
H 0.521 -4.609 -1.083 -3.2 -4.7 -1.9 0.053
H 1.019 -3.824 -0.026 0.2 1.8 1.9 0.091
H 3.014 -3.071 -1.327 0.4 0.1 0.7 0.081
H 2.670 -4.122 -2.506 -0.3 -0.6 -1.0 0.108
H 2.323 -5.986 -0.920 0.8 0.2 -0.2 0.117
H 2.983 -5.222 0.449 0.9 0.8 -2.7 0.160
H 5.248 -4.914 -1.431 -1.7 -1.9 0.1 0.130
H 4.210 -6.368 -2.129 0.6 0.1 -0.5 0.078
H 4.704 -6.308 -0.543 3.0 -4.8 5.6 -0.027
C 2.580 1.635 2.574 0.4 -0.3 1.8 -0.107
C 1.766 0.469 2.061 -0.3 -1.3 3.4 -0.301
C 2.588 -0.827 1.948 -1.2 -1.9 2.4 -0.231
C 3.608 -0.888 0.796 2.1 2.8 0.3 -0.235
C 4.406 -2.209 0.751 1.6 2.3 -0.1 -0.300
C 5.558 -2.372 1.788 1.4 1.1 0.3 -0.118
H 2.333 2.594 2.226 -0.8 1.2 -1.1 0.013
H 3.690 1.507 2.187 -1.8 0.2 2.0 0.098
H 2.144 1.775 3.742 2.7 -0.5 -2.6 0.140
H 1.193 0.518 1.229 -1.1 1.1 -3.4 0.051
H 0.886 0.369 2.801 1.4 -0.5 -0.7 0.106
H 1.916 -1.674 1.617 0.1 0.9 0.5 0.092
H 2.785 -1.220 3.120 0.7 1.1 -3.2 0.173
H 4.372 0.136 0.638 -1.9 -2.9 0.9 0.162
H 3.006 -0.816 -0.126 0.1 -0.1 0.2 0.087
H 4.850 -2.160 -0.260 -0.2 -0.8 0.3 0.098
H 3.646 -2.928 0.867 -0.5 -1.5 -0.2 0.058
H 6.349 -3.129 1.446 -1.5 0.6 0.6 0.068
H 5.154 -2.620 2.855 1.0 0.6 -1.9 0.088
H 6.243 -1.378 1.759 -1.9 -2.0 0.5 0.105
C -7.101 -0.776 3.582 0.0 -3.6 -0.4 -0.106
C -7.150 -0.986 1.979 6.7 -2.7 4.0 -0.198
C -5.923 -0.293 1.289 0.3 -0.5 -0.9 -0.191
C -5.697 -0.671 -0.221 -1.6 3.6 1.1 -0.264
C -4.447 -0.161 -0.855 3.5 -4.7 0.7 -0.281
C -4.254 -0.802 -2.258 -1.3 4.5 -1.9 -0.120
H -6.112 -0.725 4.005 1.4 -1.5 -0.5 0.035
H -7.664 -1.626 4.208 1.0 2.1 -1.5 0.113
H -7.206 0.158 3.988 -2.3 2.9 0.4 0.012
H -8.044 -0.742 1.696 -5.0 1.7 -2.2 0.023
H -7.025 -2.122 1.897 -0.3 1.5 -0.3 0.124
H -4.922 -0.774 1.675 -1.9 1.8 0.4 0.118
H -6.107 0.805 1.275 0.9 -0.5 0.9 0.119
H -6.572 -0.389 -0.822 0.1 -0.4 0.0 0.125
H -5.596 -1.653 -0.058 0.1 -4.2 -0.7 0.058
H -3.492 -0.611 -0.222 -2.2 1.3 -1.0 0.149
H -4.264 0.848 -0.951 -0.1 2.4 0.1 0.070
H -3.317 -0.464 -2.743 0.0 -0.6 0.6 0.041
H -4.983 -0.082 -2.940 1.1 -2.5 1.2 0.125
H -4.405 -1.854 -2.379 -0.3 -0.4 0.0 0.054
C -0.535 0.909 -2.059 0.3 -1.1 -0.7 -0.119
C -0.757 2.368 -2.082 -0.7 1.9 0.1 -0.284
O -0.928 2.945 -0.744 5.9 -7.6 -0.8 -0.021
H 0.165 0.606 -1.297 1.6 0.1 -0.4 0.048
H -0.344 0.607 -3.163 0.0 -0.1 2.1 0.129
H -1.331 0.356 -1.580 -1.2 0.0 -0.7 0.052
H -1.691 2.501 -2.679 0.5 0.4 0.4 0.121
H 0.061 2.910 -2.641 -0.6 -0.5 0.7 0.110
H -1.480 3.588 -0.806 -5.6 6.8 -0.5 -0.078
C -3.381 6.984 -1.811 -3.0 -2.8 5.4 -0.091
C -2.050 6.757 -1.157 0.2 -1.3 -2.0 -0.309
O -2.115 5.529 -0.400 1.3 1.4 1.7 -0.111
H -3.386 7.581 -2.595 0.2 2.7 -3.8 0.004
H -4.215 7.411 -1.068 1.9 -0.8 -1.3 0.124
H -3.778 5.963 -2.059 0.3 0.9 -0.2 0.094
H -1.717 7.535 -0.525 0.3 1.0 0.6 0.095
H -1.326 6.660 -2.020 -0.3 -0.1 1.0 0.128
H -1.614 5.775 0.437 -1.0 -1.1 -1.5 0.123
```
Positions in Å, forces in eV/Å.

Multiplicity: 1
Calculated total energy in eV: -40665.6210
SMILES: CCCCCC.CCCCCC.CCCCCC.CCCCCC.CCCCCC.CCO.CCO


Record 2
Molecular formula: C9H19O3Si
Method: DFT, ωB97M-V/def2-TZVPD

Geometry as XYZ:
```
32
Properties=species:S:1:pos:R:3:forces:R:3:lowdin_charge:R:1
C -0.033 1.277 -0.344 0.3 -0.6 0.4 -0.473
C 1.331 -3.292 2.149 -2.9 -0.1 -0.3 -0.150
C 0.528 -1.269 -2.367 -1.1 -1.3 2.3 -0.035
C 2.345 0.953 -0.789 1.5 0.9 -1.3 -0.094
C -4.240 2.955 0.579 -3.3 0.0 -1.9 -0.316
C 1.342 -1.949 1.507 -0.4 2.2 -2.7 -0.238
C 1.587 -1.964 -0.107 0.4 -3.0 1.7 -0.181
C 0.675 -1.057 -0.830 -1.6 2.3 -0.2 -0.385
C 1.008 0.413 -0.494 -0.9 0.2 -0.4 -0.244
O -0.125 2.604 -0.302 1.7 -0.5 0.0 -0.135
O -1.319 0.864 -0.153 0.3 -1.5 -0.5 -0.078
O -3.522 1.937 0.010 -0.5 -0.9 -0.1 -0.318
Si -1.896 2.419 -0.019 -0.2 1.7 0.6 0.277
H 0.411 -3.881 1.888 0.8 0.3 -0.4 0.087
H 1.124 -3.135 3.179 0.6 -0.1 1.4 0.049
H 2.182 -3.878 1.937 1.1 -0.6 0.0 0.052
H 1.493 -1.553 -2.676 1.2 -0.3 -1.2 0.047
H 0.088 -0.442 -2.885 0.1 0.6 -0.2 0.071
H -0.175 -2.115 -2.453 0.4 0.0 -0.4 0.075
H 2.713 1.701 -0.058 0.0 -0.7 -0.1 0.078
H 3.088 0.149 -0.989 -0.2 0.5 0.7 0.065
H 2.406 1.523 -1.754 -0.3 -0.2 0.4 0.079
H -4.038 3.021 1.589 0.7 0.8 2.3 0.015
H -5.401 2.827 0.577 1.6 -0.3 -0.5 0.096
H -4.071 3.870 0.004 0.0 0.6 0.4 0.050
H 0.434 -1.274 1.658 0.8 -1.3 0.0 0.129
H 2.130 -1.327 1.909 0.4 0.0 0.3 0.090
H 1.580 -3.141 -0.382 -0.1 2.7 0.0 0.146
H 2.552 -1.532 -0.331 0.8 -0.7 0.2 0.066
H -0.285 -1.099 -0.351 -0.9 -0.6 -0.2 0.107
H -1.854 2.969 1.436 0.1 -0.1 -0.8 0.038
H -2.055 3.425 -1.137 -0.4 0.0 0.2 0.030
```
Positions in Å, forces in eV/Å.

Total charge: -1
Multiplicity: 1
Calculated total energy in eV: -23662.8470


Record order is preserved below.
Energy above the lowest of the compared OMol25 structures with the same formula, charge and spin: 4.734 0.000 eV
Record order is preserved below.
E_HOMO: -9.91 -3.51 eV
Record order is preserved below.
Gap between HOMO and LUMO: 0.387 0.255 Ha